{"formula": "C31H73BrF3N3O30P6S", "method": "ωB97M-V/def2-TZVPD", "species": ["C", "C", "C", "N", "C", "C", "C", "C", "O", "C", "C", "Br", "N", "C", "O", "C", "N", "C", "O", "F", "C", "O", "F", "S", "O", "O", "F", "H", "H", "H", "H", "H", "H", "H", "H", "H", "H", "H", "H", "H", "H", "H", "H", "H", "H", "H", "C", "O", "P", "O", "O", "C", "O", "C", "H", "H", "H", "H", "H", "H", "H", "H", "H", "C", "O", "P", "O", "O", "C", "O", "C", "H", "H", "H", "H", "H", "H", "H", "H", "H", "C", "O", "P", "O", "O", "C", "O", "C", "H", "H", "H", "H", "H", "H", "H", "H", "H", "C", "O", "P", "O", "O", "C", "O", "C", "H", "H", "H", "H", "H", "H", "H", "H", "H", "C", "O", "P", "O", "O", "C", "O", "C", "H", "H", "H", "H", "H", "H", "H", "H", "H", "C", "O", "P", "O", "O", "C", "O", "C", "H", "H", "H", "H", "H", "H", "H", "H", "H"], "xyz": [[2.5542, 2.5113, -1.0086], [3.1670, 1.4963, -2.1887], [2.1970, 0.1354, -2.0889], [2.5090, -0.9187, -3.0990], [3.0806, -2.2024, -2.5963], [1.9537, -3.3132, -2.0716], [1.4059, -3.1292, -0.5662], [-0.1700, -3.6489, -0.3573], [-1.1167, -3.0262, -1.2946], [-1.0087, -1.5593, -1.3141], [3.4093, -2.9359, -4.0734], [3.1462, -1.9582, -5.7787], [4.7749, -3.6068, -4.0103], [4.9992, -3.6976, -2.5196], [5.3291, -4.8986, -2.1150], [4.5917, -2.2521, -1.8681], [4.6748, -2.5098, -0.3930], [4.1109, -1.4177, 0.4774], [4.2972, -0.1043, 0.3807], [3.2907, -1.8757, 1.6618], [6.0474, -2.7466, 0.1623], [6.8012, -1.7625, 0.7342], [6.7197, -4.0908, 0.3313], [5.9480, -1.1535, -2.6510], [6.4884, -0.0563, -1.7060], [7.2128, -2.0189, -3.0349], [5.3481, -0.2644, -4.0334], [1.3786, 2.5170, -1.2124], [2.6772, 1.9536, 0.0325], [3.0344, 3.5778, -1.0274], [3.0129, 1.9653, -3.2560], [4.2772, 1.2935, -1.8959], [1.1189, 0.5704, -2.3746], [2.0909, -0.2011, -0.9785], [1.5523, -1.1938, -3.4828], [1.0257, -3.2064, -2.8121], [2.3427, -4.4349, -2.1681], [2.0443, -3.8345, 0.1552], [1.4454, -2.0663, -0.0945], [-0.1744, -4.8085, -0.5303], [-0.4255, -3.3706, 0.7689], [-0.4141, -1.2371, -2.2971], [-2.0965, -1.0982, -1.4466], [-0.5203, -1.0877, -0.3531], [2.7097, -3.8901, -4.2377], [5.5317, -3.2282, -4.6143], [-1.2166, 7.0362, 0.2383], [-2.0986, 6.5114, -0.7440], [-1.4421, 5.5296, -2.0080], [-0.6995, 4.6614, -0.9871], [-0.4847, 6.7906, -2.4793], [-1.1324, 7.9122, -3.0545], [-0.7855, 4.5478, -3.2720], [-0.9479, 5.0054, -4.5977], [-1.4894, 6.6264, 1.2141], [-0.1655, 6.8172, 0.0337], [-1.3431, 8.1224, 0.2654], [-0.8309, 8.8110, -2.5104], [-2.2228, 7.8185, -3.0105], [-0.8278, 8.0105, -4.0984], [-0.1410, 5.6987, -4.8524], [-1.9208, 5.4930, -4.7238], [-0.8913, 4.1488, -5.2731], [1.2876, 5.9200, -9.0732], [1.7461, 7.1797, -8.6031], [0.6204, 8.2298, -7.8138], [0.1667, 7.0955, -6.8892], [-0.3074, 8.2494, -9.1805], [0.2270, 8.9124, -10.3133], [-0.5054, 9.2798, -7.0245], [-0.7373, 10.5413, -7.6147], [1.8201, 5.1282, -8.5403], [0.2107, 5.7804, -8.9491], [1.5237, 5.8467, -10.1389], [0.2096, 8.2265, -11.1641], [1.2576, 9.2419, -10.1426], [-0.3886, 9.7834, -10.5470], [-1.5098, 10.4545, -8.3844], [0.1855, 10.9432, -8.0473], [-1.0951, 11.2277, -6.8441], [-4.8652, -2.5164, 0.5045], [-4.3208, -1.4754, 1.3034], [-3.1088, -1.8744, 2.4716], [-2.3040, -2.6410, 1.4171], [-4.1747, -2.8919, 3.2182], [-5.2774, -2.2976, 3.8808], [-1.8968, -2.2734, 3.6398], [-2.1890, -2.0020, 4.9942], [-4.6243, -2.3212, -0.5434], [-4.4994, -3.5081, 0.7825], [-5.9527, -2.5048, 0.6233], [-6.1993, -2.7511, 3.5077], [-5.3187, -1.2162, 3.7113], [-5.1990, -2.4846, 4.9537], [-2.7428, -2.8391, 5.4293], [-2.7659, -1.0755, 5.0889], [-1.2492, -1.8909, 5.5395], [-2.1959, -7.7389, 8.2672], [-1.1855, -6.7702, 8.0247], [-1.2906, -5.8028, 6.5944], [-2.7472, -5.4459, 6.9082], [-1.2308, -7.1725, 5.6730], [-0.0072, -7.8872, 5.6586], [-1.3958, -4.8353, 5.1641], [-0.3337, -4.9305, 4.2387], [-2.7225, -7.4780, 9.1886], [-2.9159, -7.8236, 7.4491], [-1.7120, -8.7107, 8.4020], [-0.2034, -8.9281, 5.9284], [0.7172, -7.4670, 6.3647], [0.4191, -7.8554, 4.6539], [-0.5054, -5.7727, 3.5621], [0.6238, -5.0499, 4.7575], [-0.3029, -4.0136, 3.6457], [-6.6871, -6.8070, 6.9840], [-7.5510, -7.9252, 7.1314], [-6.9274, -9.5041, 6.7981], [-5.7150, -9.2468, 7.6989], [-6.5904, -9.0356, 5.2503], [-7.6941, -8.7851, 4.3975], [-6.3039, -11.0830, 6.4649], [-6.9233, -11.8187, 5.4312], [-6.5643, -6.3241, 7.9567], [-5.7052, -7.0718, 6.5836], [-7.1596, -6.0988, 6.2970], [-7.5896, -7.7845, 3.9701], [-8.6458, -8.8444, 4.9365], [-7.7000, -9.5178, 3.5880], [-6.4813, -11.5490, 4.4676], [-8.0034, -11.6354, 5.4176], [-6.7471, -12.8826, 5.6048], [2.7404, 7.1567, -0.6844], [3.8068, 6.3803, -0.1569], [4.5480, 6.8864, 1.3221], [3.1790, 7.0138, 1.9981], [4.9638, 8.3197, 0.6140], [5.9482, 8.2744, -0.4044], [5.2892, 7.3924, 2.8011], [6.6658, 7.7038, 2.7618], [1.8342, 6.5461, -0.7043], [2.5504, 8.0700, -0.1147], [2.9975, 7.4378, -1.7099], [5.5519, 8.7601, -1.2998], [6.2291, 7.2451, -0.6525], [6.8378, 8.8135, -0.0725], [6.8022, 8.7444, 2.4530], [7.1964, 7.0325, 2.0776], [7.0801, 7.5857, 3.7655]], "lowdin_charge": [-0.118, -0.206, -0.229, -0.091, -0.300, -0.107, -0.179, -0.199, -0.253, -0.115, -0.628, 0.696, -0.002, -0.288, 0.079, -0.208, 0.090, -0.171, 0.090, 0.000, -0.126, 0.072, 0.013, 0.955, -0.312, -0.312, -0.251, 0.079, 0.076, 0.075, 0.118, 0.074, 0.132, 0.099, 0.102, 0.144, 0.147, 0.128, 0.082, 0.137, 0.112, 0.083, 0.112, 0.108, 0.114, 0.116, -0.130, -0.336, 0.779, -0.274, -0.284, -0.126, -0.249, -0.153, 0.095, 0.061, 0.086, 0.092, 0.086, 0.075, 0.066, 0.085, 0.089, -0.136, -0.330, 0.790, -0.268, -0.276, -0.133, -0.249, -0.149, 0.094, 0.085, 0.086, 0.094, 0.086, 0.083, 0.087, 0.084, 0.090, -0.133, -0.330, 0.811, -0.278, -0.267, -0.128, -0.265, -0.149, 0.089, 0.088, 0.084, 0.092, 0.085, 0.088, 0.073, 0.086, 0.094, -0.131, -0.335, 0.787, -0.270, -0.273, -0.134, -0.266, -0.133, 0.095, 0.077, 0.087, 0.094, 0.085, 0.083, 0.092, 0.087, 0.076, -0.133, -0.337, 0.778, -0.264, -0.278, -0.136, -0.246, -0.154, 0.095, 0.080, 0.083, 0.093, 0.085, 0.082, 0.085, 0.082, 0.088, -0.132, -0.337, 0.782, -0.259, -0.280, -0.137, -0.246, -0.154, 0.073, 0.088, 0.089, 0.091, 0.086, 0.081, 0.084, 0.083, 0.088], "e_tot_ha": -8965.2277, "lumo_energy_ev": -3.46, "homo_lumo_gap_ha": 0.21035, "smiles": "CCCN[C@@]1(CCCOC)[C@@H](Br)NC(=O)[C@@]1(N(C(=O)F)C(=O)F)S(=O)(=O)F.COP(=O)(OC)OC.COP(=O)(OC)OC.COP(=O)(OC)OC.COP(=O)(OC)OC.COP(=O)(OC)OC.COP(=O)(OC)OC"}



{"formula": "C6H8BrFN2O", "method": "ωB97M-V/def2-TZVPD", "species": ["C", "C", "C", "C", "C", "C", "N", "N", "O", "F", "Br", "H", "H", "H", "H", "H", "H", "H", "H"], "xyz": [[-2.8029, 1.6550, -0.4915], [-0.7230, -0.7753, -0.4041], [2.1447, -1.5046, 0.5061], [0.3626, 1.3029, 0.0911], [1.6522, -0.6199, -0.6293], [-2.9090, 0.5384, 0.3430], [-2.4198, 2.5529, -1.1252], [0.3562, -0.0396, -0.2826], [-1.1047, -1.9091, -0.4836], [-2.6723, 0.7217, 1.6992], [-3.9183, -1.0097, 0.1108], [1.5444, -2.3771, 0.7688], [3.2379, -1.8197, 0.3151], [2.1760, -0.9387, 1.4631], [1.2308, 1.4952, 0.7887], [0.5099, 1.9696, -0.8597], [-0.6602, 1.6302, 0.4578], [2.4316, 0.1888, -0.6732], [1.5641, -1.0611, -1.5946]], "lowdin_charge": [-0.295, -0.222, -0.083, -0.077, -0.196, -0.778, 0.156, -0.160, 0.064, -0.072, 0.838, 0.070, 0.105, 0.083, 0.115, 0.128, 0.073, 0.134, 0.116], "e_tot_ha": -3091.9095, "lumo_energy_ev": [-0.10, -0.88], "homo_lumo_gap_ha": [0.30396, 0.25827]}